The following is a DFT calculation (ωB97M-V/def2-TZVPD) of a structure of composition CClNa6O7.

```
15
CClNa6O7, DFT ωB97M-V/def2-TZVPD
O 0.37 -0.80 -0.48
C -1.97 -1.34 0.59
O 0.40 1.17 -1.67
O 2.42 0.34 -1.01
O -1.30 -0.45 0.74
O 0.87 1.09 0.58
Na 2.61 0.76 1.85
O -2.56 -1.52 -0.43
Na -1.42 -0.21 -1.42
O -2.08 -2.22 1.53
Na 3.40 1.52 -1.99
Na -0.53 1.02 1.86
Na -0.04 -2.02 1.14
Cl 1.03 0.46 -0.71
Na -1.20 2.21 -0.57
```

The calculation puts the energy relative to the best compared isomer or geometry (same formula, charge and spin) at 680.4 kJ/mol. The calculation puts the HOMO energy at -0.5942 Eh. For the gap between HOMO and LUMO, the calculation gives 4.08 eV. The charge is +3.

Atomic partial charges in e from the natural (NBO) method, atoms 1 to 6: O -0.79; C 0.83; O -0.86; O -0.89; O -1.02; O -1.03